C25H18N2O5 in the gas phase. Source: the Open Molecules 2025 dataset; level of theory: wB97M-V/def2-TZVPD.

CARTESIAN COORDINATES (ANGSTROEM)
O -0.751 -1.351 -2.082
C 0.453 -1.468 -2.087
O 1.073 -2.178 -3.067
C 1.403 -0.934 -1.133
N 2.747 -1.180 -1.334
C 3.462 -0.653 -0.315
C 4.835 -0.652 -0.079
C 5.285 -0.027 1.060
C 4.397 0.584 1.955
C 3.043 0.586 1.729
C 2.550 -0.034 0.577
C 1.244 -0.227 0.049
C 0.015 0.363 0.678
C -0.175 1.708 0.003
C -0.689 1.787 -1.285
C -0.812 3.017 -1.908
C -0.417 4.177 -1.268
C 0.109 4.104 0.016
O 0.492 5.260 0.626
C 0.229 2.870 0.644
C -1.206 -0.502 0.643
C -1.262 -1.886 0.726
C -0.227 -2.881 0.920
O 0.941 -2.695 1.167
O -0.723 -4.144 0.828
N -2.575 -2.295 0.655
C -3.378 -1.212 0.555
C -4.767 -1.135 0.484
C -5.335 0.116 0.441
C -4.543 1.270 0.480
C -3.173 1.204 0.543
C -2.556 -0.054 0.565
H 0.402 -2.512 -3.681
H 3.100 -1.718 -2.106
H 5.516 -1.131 -0.767
H 6.343 -0.009 1.276
H 4.796 1.056 2.841
H 2.372 1.051 2.437
H 0.256 0.539 1.735
H -1.011 0.888 -1.783
H -1.221 3.073 -2.905
H -0.506 5.142 -1.741
H 0.847 5.064 1.501
H 0.636 2.825 1.647
H -0.003 -4.773 0.985
H -2.855 -3.261 0.643
H -5.370 -2.031 0.469
H -6.409 0.215 0.385
H -5.029 2.235 0.463
H -2.587 2.108 0.583

The HOMO-LUMO gap comes out at 8.10 eV. Its structure (SMILES) is O=C(O)c1[nH]c2ccccc2c1C(c1cccc(O)c1)c1c(C(=O)O)[nH]c2ccccc12. As for the HOMO energy: -0.2873 Eh. The calculation puts the energy relative to the best compared isomer or geometry (same formula, charge and spin) at 0.0 kcal/mol. The spin multiplicity is 1. The calculation puts the LUMO energy at 0.28 eV.


A molecular structure, C25H19B4NO33V at a distorted geometry. Source: the Open Molecules 2025 dataset; level of theory: wB97M-V/def2-TZVPD.

CARTESIAN COORDINATES (ANGSTROEM)
V -0.766 0.872 0.067
O 1.045 0.978 1.381
C 2.073 0.716 1.970
O 3.278 0.757 1.507
B 4.218 0.310 2.576
O 3.374 0.241 3.807
C 2.131 0.547 3.499
O 1.216 0.720 4.255
O 5.340 1.234 2.767
C 6.482 0.582 2.590
O 7.583 1.040 2.646
C 6.137 -0.895 2.274
O 4.808 -0.999 2.306
O 6.915 -1.754 1.998
O -3.316 -2.656 1.650
C -2.174 -2.811 1.990
O -1.586 -3.911 2.396
B -0.137 -3.661 2.451
O -0.018 -2.144 2.479
C -1.121 -1.681 2.012
O -1.380 -0.561 1.615
O 0.448 -4.314 3.615
C 1.626 -4.841 3.281
O 2.441 -5.308 4.013
C 1.733 -4.747 1.732
O 0.622 -4.132 1.296
O 2.652 -5.106 1.066
O 5.109 0.127 -5.620
C 4.701 0.559 -4.588
O 3.727 1.459 -4.428
B 3.498 1.677 -3.015
O 4.582 0.978 -2.302
C 5.242 0.219 -3.180
O 6.092 -0.583 -2.949
O 2.183 1.093 -2.559
C 1.505 1.988 -1.928
O 0.489 1.800 -1.286
C 2.243 3.332 -2.027
O 3.383 3.095 -2.633
O 1.839 4.389 -1.634
O -0.614 0.017 -3.984
C -0.065 -0.973 -3.588
O 0.586 -1.879 -4.273
B 0.940 -3.021 -3.386
O 0.234 -2.709 -2.099
C -0.125 -1.471 -2.129
O -0.555 -0.829 -1.189
O 2.379 -3.143 -3.263
C 2.768 -4.371 -3.626
O 3.867 -4.822 -3.586
C 1.489 -5.124 -4.075
O 0.456 -4.308 -3.905
O 1.435 -6.258 -4.453
C -3.645 -0.053 -1.138
C -4.068 1.118 -0.259
C -4.808 0.545 0.948
C -4.878 1.418 2.184
C -3.544 2.081 2.507
C -2.941 2.803 1.311
N -2.877 1.872 0.190
O -2.134 2.366 -0.907
C -3.692 4.113 1.003
C -1.498 3.184 1.664
C -5.034 2.010 -1.071
H -2.984 -0.743 -0.616
H -3.140 0.279 -2.049
H -4.555 -0.559 -1.459
H -5.823 0.255 0.652
H -4.399 -0.442 1.190
H -5.196 0.872 3.076
H -5.675 2.169 2.097
H -2.847 1.320 2.865
H -3.682 2.834 3.286
H -3.439 4.874 1.738
H -3.413 4.489 0.012
H -4.779 4.037 0.948
H -1.424 3.830 2.538
H -0.980 2.269 2.002
H -0.941 3.634 0.843
H -4.578 2.615 -1.853
H -5.626 2.634 -0.397
H -5.794 1.364 -1.514
H -2.619 3.097 -1.323

The HOMO-LUMO gap (alpha / beta) comes out at 7.70 / 8.48 eV. As for the HOMO energy (alpha / beta): -0.1792 / -0.2079 Eh. The calculation puts the energy relative to the best compared isomer or geometry (same formula, charge and spin) at 0.0 kcal/mol. The spin multiplicity is 4. As for the net charge: -2. The calculation puts the LUMO energy (alpha / beta) at 2.83 / 2.82 eV.


A molecular structure, C25H19ClIrNO4P. Source: the Open Molecules 2025 dataset; level of theory: wB97M-V/def2-TZVPD.

CARTESIAN COORDINATES (ANGSTROEM)
Ir 0.058 0.397 -0.217
O -3.454 -1.252 1.740
C -2.301 -0.832 1.324
O -2.123 -0.114 0.343
C -1.141 -1.267 2.151
C -1.243 -2.021 3.306
C -0.079 -2.302 4.003
C 1.130 -1.810 3.528
C 1.138 -1.066 2.362
N 0.018 -0.812 1.681
C 2.336 -0.386 1.765
O 3.552 -0.702 2.117
O 2.155 0.480 0.926
H -4.194 -0.929 1.192
H -2.210 -2.362 3.650
H -0.111 -2.882 4.916
H 2.039 -1.992 4.087
H 3.620 -1.392 2.794
Cl -1.594 1.046 -2.254
C -0.710 1.997 -3.335
C -1.443 2.804 -4.251
C -0.743 3.610 -5.088
C 0.687 3.608 -5.033
C 1.404 2.792 -4.106
C 0.732 1.967 -3.262
P 1.595 0.911 -2.037
C 3.258 1.506 -1.930
C 3.528 2.611 -1.121
C 4.815 3.116 -1.078
C 5.822 2.513 -1.828
C 5.551 1.409 -2.625
C 4.266 0.894 -2.682
C 1.530 -0.749 -2.730
C 1.938 -1.790 -1.887
C 1.876 -3.102 -2.334
C 1.404 -3.378 -3.611
C 1.004 -2.347 -4.449
C 1.064 -1.032 -4.014
H -2.526 2.777 -4.263
H -1.261 4.251 -5.790
H 1.241 4.235 -5.725
H 2.487 2.822 -4.083
H 2.745 3.063 -0.521
H 5.040 3.974 -0.457
H 6.830 2.903 -1.783
H 6.341 0.949 -3.203
H 4.054 0.028 -3.298
H 2.358 -1.563 -0.910
H 2.212 -3.909 -1.696
H 1.358 -4.401 -3.959
H 0.659 -2.569 -5.451
H 0.769 -0.236 -4.688

The HOMO-LUMO gap (alpha / beta) comes out at 7.33 / 4.23 eV. As for the HOMO energy (alpha / beta): -0.6212 / -0.6336 Eh. The spin multiplicity is 5. As for the net charge: +3. The calculation puts the LUMO energy (alpha / beta) at -9.57 / -13.01 eV.


A molecular structure, C25H19ClN3O3OsS3. Source: the Open Molecules 2025 dataset; level of theory: wB97M-V/def2-TZVPD.

CARTESIAN COORDINATES (ANGSTROEM)
Os 0.791 -1.683 0.707
C -2.838 0.455 2.580
C -3.810 0.357 1.597
C -3.491 -0.213 0.376
C -2.200 -0.677 0.170
N -1.280 -0.600 1.135
C -1.582 -0.047 2.310
C -1.722 -1.249 -1.110
C -2.506 -1.226 -2.253
C -1.995 -1.724 -3.435
C -0.703 -2.211 -3.449
C 0.039 -2.199 -2.281
N -0.475 -1.747 -1.124
C 1.455 -2.626 -2.258
C 2.106 -3.205 -3.339
C 3.449 -3.516 -3.225
C 4.116 -3.248 -2.039
C 3.399 -2.689 -1.000
N 2.105 -2.390 -1.115
H -3.048 0.910 3.538
H -4.808 0.733 1.774
H -4.244 -0.287 -0.393
H -0.783 -0.004 3.040
H -3.500 -0.807 -2.228
H -2.589 -1.714 -4.338
H -0.272 -2.572 -4.369
H 1.583 -3.415 -4.259
H 3.973 -3.965 -4.058
H 5.165 -3.473 -1.916
H 3.860 -2.469 -0.045
S 1.928 -4.530 3.973
C 1.435 -3.467 2.800
S 2.029 -1.850 2.688
S 0.298 -3.848 1.569
C 1.083 3.705 3.190
C 0.026 3.558 2.134
C -1.309 3.819 2.394
C -2.267 3.674 1.400
Cl -3.935 4.003 1.765
C -1.908 3.279 0.130
C -0.571 3.011 -0.151
C 0.383 3.142 0.845
O 1.713 2.887 0.675
C 2.138 2.266 -0.520
C 1.519 0.879 -0.690
O 1.107 0.471 -1.760
O 1.480 0.219 0.439
H 0.646 4.040 4.129
H 1.842 4.425 2.883
H 1.599 2.758 3.359
H -1.610 4.146 3.382
H -2.658 3.191 -0.645
H -0.302 2.710 -1.153
H 3.216 2.158 -0.415
H 1.922 2.857 -1.412

The HOMO-LUMO gap (alpha / beta) comes out at 6.83 / 4.31 eV. As for the HOMO energy (alpha / beta): -0.3834 / -0.3833 Eh. The calculation puts the energy relative to the best compared isomer or geometry (same formula, charge and spin) at 0.0 kcal/mol. The spin multiplicity is 5. As for the net charge: +1. The calculation puts the LUMO energy (alpha / beta) at -3.61 / -6.12 eV.


A molecular structure, C25H19CrN2O4 at a distorted geometry. Source: the Open Molecules 2025 dataset; level of theory: wB97M-V/def2-TZVPD.

CARTESIAN COORDINATES (ANGSTROEM)
O 4.059 3.660 -1.998
C 4.016 2.500 -2.120
Cr 3.852 0.615 -2.000
C 2.541 1.088 -0.740
O 1.736 1.444 0.032
C 5.037 0.711 -0.521
O 5.643 0.919 0.453
C 5.076 -0.088 -3.603
C 3.928 0.509 -4.148
C 2.651 0.137 -3.722
C 2.471 -0.825 -2.700
C 1.202 -0.996 -1.953
C 0.187 -1.069 -1.270
C -1.212 -1.273 -0.804
C -2.199 -0.267 -1.319
C -3.544 -0.386 -0.950
C -4.501 0.513 -1.433
C -4.114 1.538 -2.303
C -2.771 1.673 -2.655
C -1.814 0.788 -2.144
C 3.625 -1.514 -2.275
C 4.893 -1.153 -2.710
H 6.085 0.231 -3.897
H 4.062 1.317 -4.865
H 1.789 0.654 -4.143
H -1.563 -2.275 -1.123
H -3.855 -1.164 -0.253
H -5.535 0.413 -1.112
H -4.853 2.219 -2.709
H -2.455 2.473 -3.316
H -0.753 0.906 -2.349
H 3.506 -2.304 -1.536
H 5.766 -1.645 -2.291
C -2.447 0.467 6.798
C -1.713 0.407 5.478
O -1.001 1.314 5.070
N -1.940 -0.773 4.751
C -1.702 -0.964 3.392
C -2.329 -2.008 2.684
C -2.170 -2.076 1.316
N -1.272 -1.270 0.655
C -0.763 -0.206 1.317
C -0.863 -0.095 2.690
H -3.525 0.490 6.621
H -2.205 -0.387 7.431
H -2.148 1.389 7.294
H -2.504 -1.457 5.236
H -2.960 -2.721 3.200
H -2.791 -2.733 0.694
H -0.318 0.565 0.692
H -0.305 0.709 3.156

The HOMO-LUMO gap (alpha / beta) comes out at 6.56 / 6.24 eV. As for the HOMO energy (alpha / beta): -0.4616 / -0.5330 Eh. The spin multiplicity is 4. As for the net charge: +2. The calculation puts the LUMO energy (alpha / beta) at -6.00 / -8.26 eV.


C25H19N3O2 in the gas phase at a distorted geometry. Source: the Open Molecules 2025 dataset; level of theory: wB97M-V/def2-TZVPD.

CARTESIAN COORDINATES (ANGSTROEM)
C -6.470 -1.133 -0.765
C -6.418 -1.394 0.526
C -5.340 -0.923 1.467
N -4.304 -0.163 0.827
C -4.218 1.193 0.798
C -3.124 1.603 0.073
C -2.731 2.995 -0.074
N -1.565 3.508 -0.089
N -0.484 2.720 0.058
C 0.798 3.180 -0.059
O 1.120 4.329 -0.262
C 1.775 2.079 0.064
C 3.140 2.120 -0.010
C 3.586 0.778 0.113
C 2.424 0.010 0.252
C 2.443 -1.384 0.387
C 3.664 -1.995 0.384
C 4.876 -1.266 0.251
C 6.122 -1.922 0.252
C 7.289 -1.216 0.122
C 7.261 0.177 -0.015
C 6.066 0.847 -0.020
C 4.857 0.147 0.112
O 1.329 0.797 0.227
C -2.516 0.401 -0.432
C -1.462 0.128 -1.308
C -1.159 -1.184 -1.594
C -1.898 -2.237 -1.050
C -2.978 -2.000 -0.228
C -3.286 -0.678 0.069
H -7.272 -1.501 -1.381
H -5.718 -0.546 -1.265
H -7.185 -1.987 1.006
H -4.892 -1.795 1.960
H -5.795 -0.302 2.247
H -4.925 1.798 1.334
H -3.532 3.720 -0.125
H -0.613 1.727 0.252
H 3.724 3.007 -0.139
H 1.520 -1.934 0.484
H 3.728 -3.069 0.483
H 6.143 -2.997 0.358
H 8.238 -1.731 0.125
H 8.189 0.720 -0.116
H 6.039 1.921 -0.126
H -0.905 0.926 -1.776
H -0.339 -1.406 -2.260
H -1.629 -3.253 -1.298
H -3.574 -2.814 0.157

The HOMO-LUMO gap comes out at 8.08 eV. Its structure (SMILES) is C=CCn1cc(/C=N\NC(=O)c2cc3c(ccc4ccccc43)o2)c2ccccc21. As for the HOMO energy: -0.2909 Eh. The calculation puts the energy relative to the best compared isomer or geometry (same formula, charge and spin) at 0.0 kcal/mol. The spin multiplicity is 1. The calculation puts the LUMO energy at 0.16 eV.


A molecular structure, C25H19N5O12Ti at a distorted geometry. Source: the Open Molecules 2025 dataset; level of theory: wB97M-V/def2-TZVPD.

CARTESIAN COORDINATES (ANGSTROEM)
Ti -0.243 0.292 -0.659
O 2.213 -1.656 0.864
C 3.318 -1.275 0.075
C 3.022 -0.836 -1.342
N 2.060 0.253 -1.538
C 2.559 1.492 -0.912
C 1.981 1.721 0.491
O 2.564 2.380 1.314
O 0.808 1.137 0.686
C 1.712 0.325 -2.977
C 0.505 -0.554 -3.299
O 0.393 -1.126 -4.359
O -0.355 -0.634 -2.306
H 1.569 -2.142 0.310
H 3.824 -0.474 0.621
H 4.044 -2.091 -0.040
H 3.991 -0.537 -1.767
H 2.654 -1.683 -1.927
H 3.646 1.481 -0.825
H 2.267 2.351 -1.518
H 1.441 1.350 -3.228
H 2.546 0.013 -3.607
O -2.826 1.938 1.488
C -2.284 1.877 0.399
O -2.091 0.779 -0.281
C -1.844 3.143 -0.312
C -2.523 4.280 0.006
C -2.270 5.459 -0.689
C -1.330 5.507 -1.680
C -0.614 4.367 -1.985
C -0.829 3.119 -1.347
O -0.221 2.059 -1.668
N 0.421 4.522 -3.054
O 1.275 3.662 -3.153
O 0.402 5.554 -3.708
N -3.037 6.683 -0.370
O -2.794 7.691 -1.007
O -3.870 6.614 0.513
H -3.260 4.245 0.797
H -1.137 6.424 -2.213
C -2.028 -1.348 2.894
C -1.121 -0.801 1.973
N -0.839 -1.383 0.825
C -1.420 -2.571 0.545
C -2.427 -3.106 1.340
C -2.714 -2.469 2.555
C -3.177 -4.266 0.895
C -2.912 -4.844 -0.279
C -1.790 -4.382 -1.077
C -1.418 -5.021 -2.266
C -0.289 -4.622 -2.929
C 0.489 -3.611 -2.349
N 0.152 -2.986 -1.248
C -1.008 -3.317 -0.641
H -2.216 -0.818 3.819
H -0.619 0.133 2.179
H -3.487 -2.872 3.201
H -3.981 -4.626 1.526
H -3.501 -5.679 -0.642
H -2.035 -5.828 -2.645
H 0.020 -5.079 -3.859
H 1.428 -3.316 -2.810

The HOMO-LUMO gap (alpha / beta) comes out at 6.46 / 7.90 eV. As for the HOMO energy (alpha / beta): -0.1670 / -0.2212 Eh. The calculation puts the energy relative to the best compared isomer or geometry (same formula, charge and spin) at 20.0 kcal/mol. The spin multiplicity is 2. As for the net charge: -1. The calculation puts the LUMO energy (alpha / beta) at 1.92 / 1.88 eV.


A molecular structure, C25H20BrN2OPt at a distorted geometry. Source: the Open Molecules 2025 dataset; level of theory: wB97M-V/def2-TZVPD.

CARTESIAN COORDINATES (ANGSTROEM)
Pt 0.626 -0.888 0.093
O 6.368 -0.725 2.537
C 5.157 -0.910 1.954
C 5.004 -1.189 0.600
C 3.734 -1.349 0.098
N 2.615 -1.247 0.834
C 2.799 -0.997 2.140
Br 1.226 -0.849 3.177
C 4.023 -0.826 2.747
H 7.043 -0.699 1.850
H 5.862 -1.267 -0.056
H 3.573 -1.558 -0.950
H 4.103 -0.620 3.803
C -5.732 -3.490 0.993
C -5.435 -2.131 0.996
C -4.200 -1.670 0.573
C -3.206 -2.559 0.131
C -3.525 -3.927 0.139
C -4.762 -4.385 0.559
C -1.876 -2.147 -0.304
C -1.334 -0.894 -0.356
C -1.882 0.385 -0.538
C -2.889 0.660 -1.475
C -3.231 1.939 -1.831
C -2.558 3.039 -1.210
C -1.573 2.859 -0.309
C -1.072 1.503 0.095
H -6.700 -3.844 1.325
H -6.180 -1.420 1.334
H -3.983 -0.611 0.582
H -2.774 -4.635 -0.193
H -4.972 -5.449 0.549
H -1.217 -2.979 -0.551
H -3.377 -0.180 -1.961
H -3.998 2.121 -2.574
H -2.869 4.050 -1.455
H -1.148 3.719 0.187
H -1.189 1.419 1.189
N 0.363 1.166 -0.158
C 1.335 1.937 -0.712
C 2.346 1.319 -1.498
C 3.437 2.010 -1.986
C 3.591 3.373 -1.750
C 2.608 4.011 -1.005
C 1.518 3.328 -0.494
H 2.209 0.269 -1.731
H 4.169 1.480 -2.588
H 4.446 3.916 -2.135
H 2.703 5.072 -0.793
H 0.824 3.870 0.126

The HOMO-LUMO gap (alpha / beta) comes out at 4.59 / 4.33 eV. As for the HOMO energy (alpha / beta): -0.0931 / -0.0836 Eh. The spin multiplicity is 1. As for the net charge: -1. The calculation puts the LUMO energy (alpha / beta) at 2.05 / 2.06 eV.


Number 1: DFT total energy -1449.2810 Eh. Number 2: DFT total energy -4546.3047 Eh. Number 3: DFT total energy -2224.6041 Eh. Number 4: DFT total energy -3099.3054 Eh. Number 5: DFT total energy -2418.3095 Eh. Number 6: DFT total energy -1278.8013 Eh. Number 7: DFT total energy -2990.3877 Eh. Number 8: DFT total energy -3842.6664 Eh.